{
  "formula": "C39H52BrF7IN5O8S",
  "method": "ωB97M-V/def2-TZVPD",
  "smiles": "C[C@H](Br)Cc1c(C[C@H]2CO2)c(CCCI)c(CCSc2nnco2)c2c1C(=O)C(CCCCO)=C(C(F)(F)C(F)(F)C(F)(F)F)C2=O.CN(C)C=O.CN(C)C=O.CN(C)C=O",
  "orbital_gap_ev": 6.84,
  "total_charge": 0,
  "homo_energy_ha": -0.325,
  "max_force_ev_per_a": 8.33,
  "species": ["I", "Br", "S", "F", "F", "F", "F", "F", "F", "F", "O", "O", "O", "O", "O", "O", "O", "O", "N", "N", "N", "N", "N", "C", "C", "C", "C", "C", "C", "C", "C", "C", "C", "C", "C", "C", "C", "C", "C", "C", "C", "C", "C", "C", "C", "C", "C", "C", "C", "C", "C", "C", "C", "C", "C", "C", "C", "C", "C", "C", "C", "C", "H", "H", "H", "H", "H", "H", "H", "H", "H", "H", "H", "H", "H", "H", "H", "H", "H", "H", "H", "H", "H", "H", "H", "H", "H", "H", "H", "H", "H", "H", "H", "H", "H", "H", "H", "H", "H", "H", "H", "H", "H", "H", "H", "H", "H", "H", "H", "H", "H", "H", "H", "H"],
  "coordinates": [[-6.42253, -5.87084, -2.20125], [2.60113, -4.89057, 0.38622], [-5.53086, -0.24273, 1.96895], [0.66801, 1.86538, -1.89829], [1.92855, -0.54728, -5.19541], [2.91964, 1.86360, -1.11749], [-0.08306, -0.01350, -4.02993], [3.63767, 0.51810, -3.13557], [1.54884, 1.75447, -4.69972], [2.15719, -1.38275, -2.53058], [-5.08513, 2.61530, 2.52622], [2.87619, -1.82979, 2.96216], [5.39956, 3.32158, 0.29005], [3.93064, 5.06399, -8.82400], [-0.93821, 1.06608, 0.48987], [-0.29074, -6.61486, 0.41017], [-7.04085, 2.26570, -0.95847], [5.28398, 1.55379, 3.53679], [-6.37907, 1.56292, 4.35046], [-6.12784, 2.92943, 4.59704], [4.12343, 3.44025, 4.20946], [-6.32384, 4.46636, -0.99179], [1.92156, 4.54519, -7.79806], [2.23491, 0.08317, -2.78030], [0.31785, -3.90437, 2.46346], [0.53913, -2.38994, 1.81311], [-1.23253, -4.50800, 2.28252], [3.72613, 4.80106, 3.91527], [4.91239, 2.70524, 3.35063], [-3.39438, -1.25633, 0.17367], [-1.69791, -7.46308, 0.33851], [-3.93518, 0.03227, 1.03005], [4.18070, -4.79803, 2.98894], [-6.42599, 3.19904, -0.45908], [-6.98596, 4.75677, -2.24662], [-1.50642, -6.00380, 2.89597], [3.67658, 2.83362, 5.44626], [1.47660, -4.74665, 3.25312], [2.05784, -1.69563, 1.91628], [-5.08017, -6.10721, -0.43341], [-3.97936, -4.24331, 1.29162], [-5.57515, 5.51846, -0.33699], [2.45197, -0.76394, 0.58297], [-2.19333, -2.11420, 0.88993], [4.83926, 0.35993, 0.95170], [3.29514, 4.54655, -7.91462], [4.03127, -0.82818, 0.12852], [1.38219, 0.02906, -0.14683], [-4.26307, -4.67428, -0.29896], [1.24394, 3.90872, -6.68813], [1.12904, 5.20088, -8.81753], [2.71876, -5.28468, 2.33870], [1.34249, 0.37450, -4.15136], [6.01896, 2.31168, -0.61505], [-0.64428, -1.52232, 1.04916], [-5.32329, 3.68945, 3.53531], [-5.70770, 1.34813, 3.01245], [-2.44150, -3.64824, 1.50959], [6.16490, 0.85156, 0.11900], [-0.17708, -0.02911, 0.45722], [-0.77343, -7.18795, 1.78207], [1.76343, 0.96050, -1.47905], [2.73575, -6.47388, 2.44418], [7.07588, 2.77798, -0.91494], [1.41411, 6.25611, -8.86618], [-5.88572, 3.08724, 0.49550], [-1.30959, -8.27822, -0.42633], [2.63394, 4.85113, 3.88005], [-0.18109, -8.17085, 2.28901], [-4.81903, -3.45723, 1.60294], [-3.97457, 0.96810, 0.30285], [3.06309, 3.53331, 6.02027], [-6.81647, 5.79586, -2.54155], [4.68969, 3.84375, -0.18798], [4.21252, -0.81452, -1.02728], [0.57959, 3.13177, -7.07756], [4.55093, 2.54116, 6.03556], [-8.05921, 4.57649, -2.13289], [-4.20050, -5.21010, 1.91683], [-5.79939, -6.31569, 0.46864], [-2.15966, -6.52371, -0.20813], [4.08686, -4.42973, 4.09769], [4.49466, -1.85296, 0.52082], [5.42708, 2.21992, -1.64603], [1.08152, -5.66834, 3.87873], [-2.62769, -6.33683, 2.92012], [-1.02846, -6.20962, 3.94395], [5.23530, -0.12422, 1.95849], [-4.78044, 5.85751, -1.00788], [0.06265, 5.11757, -8.59105], [-5.12953, 5.16292, 0.59609], [4.09839, 1.24800, 1.24465], [3.09337, 1.93774, 5.21300], [6.38476, 0.03737, -0.71951], [3.79910, 4.02108, -7.08667], [-2.92830, -0.81286, -0.83132], [1.33764, 4.73471, -9.78524], [1.95981, 3.45529, -5.99706], [-4.96733, -3.86070, -0.81596], [-3.08192, 0.29118, 1.81898], [-6.59605, 4.08634, -3.01839], [4.13150, 5.13105, 2.95484], [-4.95818, 4.80771, 3.51562], [7.06227, 0.86843, 0.87677], [-4.36128, -7.02965, -0.66715], [0.65643, 4.66098, -6.15377], [5.19514, 3.26139, 2.44159], [-6.25112, 6.35014, -0.11783], [4.90408, -5.74269, 2.90024], [-3.27442, -4.73204, -0.93579], [4.56521, -3.92069, 2.31208], [1.94454, -4.00365, 4.06220], [-4.32581, -1.88287, -0.15697], [4.09901, 5.45762, 4.70682]],
  "forces_ev_per_a": [[0.67, -0.39, 0.87], [0.19, -0.12, 1.24], [0.40, 2.28, 0.82], [3.23, -2.86, 1.13], [-2.10, 3.17, 3.41], [-3.43, -2.51, -1.13], [5.07, 1.84, -0.34], [-4.41, -1.92, 1.00], [-1.18, -4.98, 2.32], [0.49, 4.89, -0.87], [-1.52, -0.65, 2.85], [-4.93, 0.67, -6.69], [-0.61, -0.43, -1.74], [-0.74, -0.32, 0.61], [4.36, -6.81, -0.37], [-1.62, -2.64, 4.46], [0.38, 0.83, 0.09], [-0.32, 0.80, 0.46], [4.22, 2.79, -6.20], [2.34, 2.09, -3.26], [0.69, -0.61, -0.84], [0.02, -1.10, 0.64], [1.32, -0.11, 0.10], [1.34, -0.44, -0.95], [-3.74, 2.14, -1.81], [-1.59, -1.27, 0.11], [0.73, 2.58, -0.81], [0.00, -0.22, 0.14], [-0.19, 0.33, 0.49], [0.35, 0.28, -0.62], [5.13, 2.68, -0.84], [2.72, 1.43, 0.09], [-0.19, -0.36, -1.22], [-0.16, 0.30, -0.44], [-0.13, -0.28, -0.04], [0.77, -1.07, -1.82], [0.13, -0.26, -0.05], [0.04, 1.21, 0.45], [1.46, -0.15, 3.18], [0.75, 0.15, 0.35], [0.11, -0.27, -0.42], [-0.16, -0.08, -0.21], [-1.88, 1.23, -2.15], [2.93, -2.18, 2.08], [0.15, -0.32, 0.30], [-0.54, 0.30, -0.45], [-0.14, -0.27, 1.25], [1.84, -1.96, 2.21], [-0.61, 0.19, -0.31], [0.05, 0.15, -0.20], [0.27, 0.09, -0.19], [0.88, -1.43, 2.19], [0.05, -1.12, -3.01], [0.50, 0.27, -1.02], [-0.39, -2.33, 0.95], [-3.39, -7.03, 2.53], [-0.14, 2.90, 2.54], [2.23, 1.50, 0.25], [-0.14, 0.06, -0.01], [-2.09, 3.47, 0.21], [-1.51, 0.77, -3.37], [0.20, 1.47, 1.75], [-0.28, 2.69, -0.61], [-2.10, -1.36, 0.74], [-0.15, -0.08, -0.16], [-0.04, 0.15, -0.17], [-1.49, 1.16, 2.09], [0.06, 0.22, -0.03], [-1.66, 2.93, -1.76], [2.11, -1.55, -0.57], [-0.30, -2.08, 1.58], [0.13, -0.07, -0.18], [0.02, -0.19, 0.14], [1.38, -1.22, 0.61], [-0.72, 0.27, 2.20], [-0.02, -0.01, 0.24], [-0.21, -0.06, 0.07], [0.09, 0.05, -0.21], [0.80, 1.96, -0.96], [1.55, 0.40, -1.80], [-0.36, -2.42, 1.77], [0.07, -0.84, -2.21], [-1.31, 2.09, -0.90], [1.01, 0.12, 2.41], [0.38, 2.02, -1.59], [2.18, 1.02, -0.02], [-0.89, 0.74, -2.07], [-1.13, 1.18, -2.21], [0.03, 0.14, 0.20], [0.24, -0.04, 0.05], [-0.10, -0.05, -0.18], [1.84, -2.00, -0.87], [0.05, 0.04, 0.22], [-0.26, 1.81, 1.73], [-0.13, -0.02, 0.04], [-1.01, -0.94, 2.26], [-0.13, 0.19, 0.01], [-0.09, 0.21, -0.29], [1.73, -1.72, 1.25], [-1.95, -0.50, -1.68], [-0.18, 0.14, -0.05], [-0.01, -0.15, 0.15], [-0.77, -2.87, -0.21], [-1.72, 0.09, -1.59], [-1.79, 2.14, 0.67], [-0.06, -0.19, 0.12], [-0.10, -0.03, 0.17], [0.21, 0.08, 0.08], [-1.43, 2.32, 0.29], [-1.92, 0.15, 1.38], [-0.54, -1.70, 1.54], [-1.13, -1.50, -1.92], [2.07, 0.79, 0.74], [-0.12, 0.15, -0.14]]
}

***

{
  "formula": "CH3FN2O",
  "method": "ωB97M-V/def2-TZVPD",
  "relative_energy_kj_mol": 259.3,
  "orbital_gap_ev": 10.27,
  "total_charge": 0,
  "homo_energy_ha": -0.373,
  "max_force_ev_per_a": 5.40,
  "species": ["F", "O", "N", "N", "C", "H", "H", "H"],
  "coordinates": [[1.87294, 1.06818, -0.47966], [0.90438, -1.38568, 0.40589], [0.54569, 0.94559, -0.01721], [-1.09075, -0.57823, -0.27560], [0.18270, -0.48052, 0.07026], [-1.49072, 0.28448, -0.70551], [-1.61006, -1.37816, -0.23890], [0.68583, 1.52434, 1.24074]],
  "forces_ev_per_a": [[-0.44, -0.53, 0.25], [0.08, 0.38, -0.15], [0.84, 2.89, 3.96], [-0.53, 4.29, -1.27], [1.63, -0.50, 1.00], [0.33, -1.42, 0.65], [-1.18, -2.42, 0.18], [-0.73, -2.70, -4.62]]
}

***

{
  "formula": "C19H16BF6MnN5S",
  "method": "ωB97M-V/def2-TZVPD",
  "spin_multiplicity": 2,
  "relative_energy_kj_mol": 0.0,
  "orbital_gap_ev": [7.41, 6.41],
  "total_charge": 0,
  "homo_energy_ha": [-0.296, -0.259],
  "max_force_ev_per_a": 0.32,
  "species": ["Mn", "S", "F", "F", "F", "F", "F", "F", "N", "N", "N", "N", "N", "C", "C", "C", "C", "C", "C", "C", "C", "C", "C", "C", "C", "C", "C", "C", "C", "C", "C", "C", "B", "H", "H", "H", "H", "H", "H", "H", "H", "H", "H", "H", "H", "H", "H", "H", "H"],
  "coordinates": [[0.48676, 0.02985, -0.58227], [2.38732, -1.14237, -1.48814], [0.10369, -3.26286, 3.68533], [0.98566, 1.66674, -1.75194], [0.37841, 2.89859, -3.60042], [-2.53708, -4.23553, -0.03266], [-1.13431, 2.59732, -1.90726], [0.69847, 3.94322, -1.56731], [3.10400, 0.39861, 0.57878], [-0.67995, 1.17469, 0.58677], [-0.85004, -0.78766, -1.90175], [1.79425, 0.76321, 0.69854], [4.77596, -0.79397, -0.41012], [3.46548, -0.46949, -0.39661], [-2.47528, -2.15921, -3.66770], [-1.43263, -1.94722, -1.51768], [-1.60223, -3.43942, 0.54067], [-2.07681, 2.77087, 2.36530], [-1.87065, -0.97336, -4.05015], [-1.22478, -3.77257, 1.82506], [-1.99991, 1.31762, 0.47893], [-0.28133, -2.96318, 2.42476], [-2.25360, -2.65322, -2.39500], [-0.70826, 2.63124, 2.48103], [0.26847, -1.86642, 1.79303], [-0.11310, -1.53990, 0.49217], [-1.07310, -2.35340, -0.14734], [2.30220, 2.26408, 2.60436], [-0.03147, 1.82490, 1.57251], [-2.73715, 2.10198, 1.34446], [1.41097, 1.59466, 1.60559], [-1.06211, -0.32437, -3.13747], [0.20109, 2.84478, -2.23405], [-0.56626, 0.59812, -3.40283], [-2.46381, 0.78629, -0.33935], [1.96499, 3.28376, 2.77957], [3.76372, 0.67102, 1.29114], [0.99475, -1.27317, 2.33943], [3.33304, 2.33380, 2.26048], [-2.01218, -0.55111, -5.03453], [-3.80584, 2.18848, 1.21345], [5.45970, -0.18920, 0.01449], [-0.16767, 3.13889, 3.26729], [5.08282, -1.34706, -1.19243], [-3.10974, -2.70238, -4.35615], [-1.65383, -4.62379, 2.33248], [-2.70384, -3.58001, -2.08227], [2.28890, 1.73445, 3.55970], [-2.62372, 3.39373, 3.06008]],
  "forces_ev_per_a": [[0.11, 0.03, 0.26], [0.01, 0.18, 0.20], [0.00, 0.00, 0.00], [-0.16, 0.06, -0.22], [0.03, -0.01, -0.04], [0.00, 0.01, 0.00], [0.04, -0.04, 0.00], [0.03, 0.06, 0.07], [0.09, 0.12, 0.10], [0.07, -0.09, -0.02], [0.10, -0.06, -0.07], [-0.22, -0.16, -0.15], [0.01, 0.06, -0.01], [-0.13, -0.18, -0.23], [0.03, 0.01, 0.04], [0.02, -0.01, 0.08], [0.02, -0.02, 0.01], [-0.08, -0.04, -0.05], [-0.02, 0.01, -0.02], [-0.03, -0.04, 0.01], [-0.02, 0.00, -0.01], [0.02, 0.05, -0.03], [-0.05, 0.00, -0.04], [0.15, 0.00, 0.04], [0.03, -0.04, 0.01], [-0.03, 0.03, -0.02], [-0.03, 0.05, -0.01], [-0.06, 0.00, -0.02], [-0.24, 0.07, -0.01], [0.05, 0.03, 0.04], [0.21, -0.02, -0.02], [-0.03, 0.02, -0.04], [0.03, -0.10, 0.07], [0.05, 0.04, 0.05], [-0.01, -0.01, -0.02], [0.00, 0.00, 0.01], [-0.01, -0.01, 0.01], [0.00, -0.01, 0.01], [0.00, 0.02, -0.02], [0.00, 0.00, 0.00], [0.00, 0.00, -0.01], [0.00, -0.02, 0.01], [-0.02, 0.00, 0.00], [0.01, 0.00, 0.02], [0.00, 0.00, 0.00], [0.00, 0.00, -0.01], [0.00, 0.01, 0.00], [0.00, 0.00, 0.00], [0.01, 0.00, 0.00]]
}